Record 1
{"formula": "C2H4S3", "method": "wB97M-V/def2-TZVPD", "homo_ha": -0.311, "orbital_gap_ev": 8.2, "relative_energy_ev": 0.922, "spin_multiplicity": 1, "symbols": ["C", "C", "S", "S", "S", "H", "H", "H", "H"], "coordinates": [[-0.312, 0.905, 0.588], [-0.024, -0.263, -0.261], [1.269, 0.048, -1.445], [-1.590, -1.343, -0.604], [0.075, -1.800, 0.626], [-0.304, 0.617, 1.680], [-1.294, 1.433, 0.305], [0.568, 1.664, 0.421], [1.611, -1.260, -1.311]]}


Record 2
{"formula": "C4H6N2OS", "method": "wB97M-V/def2-TZVPD", "homo_ha": -0.298, "orbital_gap_ev": 8.4, "relative_energy_ev": 1.672, "spin_multiplicity": 1, "symbols": ["C", "C", "C", "N", "C", "O", "N", "S", "H", "H", "H", "H", "H", "H"], "coordinates": [[-0.010, 2.373, 0.855], [-0.018, 1.231, -0.131], [-0.034, 1.204, -1.524], [-0.039, -0.075, -2.013], [-0.035, -0.833, -0.955], [-0.001, -2.167, -1.001], [-0.009, -0.117, 0.213], [-0.002, -0.744, 1.766], [0.818, 2.326, 1.545], [-0.085, 3.307, 0.303], [-0.916, 2.314, 1.446], [-0.060, 2.094, -2.175], [-0.173, -2.539, -0.133], [1.363, -0.775, 1.893]]}


Record 3
{"formula": "C41H38AsMoN2O", "method": "wB97M-V/def2-TZVPD", "homo_ha": -0.603, "orbital_gap_ev": 6.8, "relative_energy_ev": 0.954, "spin_multiplicity": 1, "total_charge": 3, "symbols": ["Mo", "C", "C", "C", "C", "C", "C", "C", "C", "C", "H", "H", "H", "H", "H", "H", "H", "H", "H", "H", "H", "H", "N", "C", "N", "C", "C", "C", "C", "C", "C", "H", "H", "H", "H", "H", "H", "O", "As", "C", "C", "C", "C", "C", "C", "C", "C", "C", "C", "C", "C", "C", "C", "C", "C", "C", "C", "H", "H", "H", "H", "H", "H", "H", "H", "H", "H", "H", "H", "H", "H", "H", "C", "C", "C", "C", "C", "C", "C", "H", "H", "H", "H", "H"], "coordinates": [[0.127, -0.741, 1.348], [1.308, -2.337, 4.542], [0.296, -1.652, 3.675], [-0.633, -2.412, 2.957], [-1.758, -1.822, 2.331], [-2.808, -2.712, 1.740], [-1.945, -0.423, 2.486], [-1.025, 0.380, 3.184], [-1.289, 1.829, 3.432], [0.154, -0.236, 3.660], [0.818, -2.605, 5.482], [2.152, -1.704, 4.806], [1.663, -3.267, 4.100], [-0.571, -3.494, 2.982], [-3.326, -3.234, 2.548], [-2.367, -3.470, 1.093], [-3.553, -2.159, 1.176], [-2.869, 0.025, 2.142], [-1.820, 1.937, 4.382], [-1.917, 2.265, 2.656], [-0.366, 2.403, 3.511], [0.843, 0.360, 4.247], [4.400, -0.146, 1.826], [3.174, -0.475, 2.236], [2.245, -0.164, 1.345], [2.937, 0.374, 0.250], [2.500, 0.843, -0.984], [3.444, 1.342, -1.856], [4.806, 1.384, -1.522], [5.259, 0.913, -0.309], [4.303, 0.401, 0.560], [5.253, -0.281, 2.348], [2.995, -0.910, 3.203], [1.464, 0.802, -1.266], [3.126, 1.712, -2.823], [5.511, 1.791, -2.233], [6.308, 0.943, -0.045], [-0.720, 0.343, 0.058], [-1.435, 1.373, -1.131], [-1.286, 3.139, -0.389], [-2.386, 3.993, -0.418], [-2.251, 5.280, 0.080], [-1.036, 5.698, 0.606], [0.048, 4.830, 0.659], [-0.069, 3.545, 0.155], [-3.270, 0.892, -1.410], [-3.884, -0.137, -0.713], [-5.214, -0.433, -0.971], [-5.911, 0.299, -1.922], [-5.280, 1.304, -2.644], [-3.950, 1.604, -2.397], [-0.532, 1.074, -2.799], [-0.157, -0.234, -3.096], [0.382, -0.508, -4.342], [0.525, 0.514, -5.273], [0.139, 1.812, -4.968], [-0.392, 2.104, -3.719], [-3.339, 3.655, -0.800], [-3.097, 5.954, 0.059], [-0.931, 6.709, 0.976], [0.986, 5.158, 1.087], [0.778, 2.870, 0.177], [-3.308, -0.707, 0.003], [-5.705, -1.240, -0.443], [-6.953, 0.076, -2.113], [-5.820, 1.846, -3.409], [-3.444, 2.367, -2.977], [-0.288, -1.013, -2.354], [0.681, -1.517, -4.594], [0.942, 0.297, -6.248], [0.251, 2.597, -5.703], [-0.676, 3.119, -3.464], [0.867, -2.100, 0.320], [1.572, -3.229, -0.070], [1.611, -3.691, -1.405], [2.344, -4.810, -1.728], [3.063, -5.485, -0.745], [3.055, -5.037, 0.577], [2.314, -3.932, 0.919], [1.043, -3.165, -2.162], [2.361, -5.167, -2.749], [3.630, -6.370, -1.005], [3.620, -5.567, 1.331], [2.285, -3.571, 1.939]]}


Record 4
{"formula": "C3H2AgLiO3", "method": "wB97M-V/def2-TZVPD", "homo_ha": [-0.320, -0.487], "orbital_gap_ev": [3.6, 8.2], "relative_energy_ev": 1.742, "s_squared": 0.754, "spin_multiplicity": 2, "total_charge": 1, "symbols": ["C", "C", "O", "Ag", "H", "H", "O", "C", "Li", "O"], "coordinates": [[-1.091, -0.246, -1.693], [-0.737, 0.812, -1.010], [-0.715, 1.957, -0.669], [-0.280, 3.108, 0.959], [-0.395, -0.741, -2.352], [-2.052, -0.711, -1.543], [1.125, -2.255, 0.616], [0.839, -1.176, 0.863], [2.408, -0.563, 3.118], [0.898, -0.185, 1.711]]}


Record 5
{"formula": "C9H14N2O7", "method": "wB97M-V/def2-TZVPD", "homo_ha": -0.365, "orbital_gap_ev": 9.9, "relative_energy_ev": 7.400, "spin_multiplicity": 1, "symbols": ["C", "C", "C", "C", "C", "C", "C", "C", "C", "H", "H", "H", "H", "H", "H", "H", "H", "H", "H", "H", "H", "H", "H", "N", "N", "O", "O", "O", "O", "O", "O", "O"], "coordinates": [[-1.393, 1.886, 1.580], [-0.791, 1.440, 0.140], [-2.515, 1.035, 2.302], [-3.394, 0.395, 1.277], [0.799, -0.182, -0.819], [-0.315, -1.255, -1.492], [2.019, -0.864, -0.321], [3.154, -1.144, -1.566], [4.209, -2.154, -1.244], [-1.023, 3.905, 0.932], [-2.632, 3.392, 0.345], [-0.502, 1.855, 2.161], [-2.294, 0.147, 3.020], [-2.971, 1.858, 3.003], [-3.108, -0.814, -0.097], [0.039, -0.279, 1.140], [1.047, 0.566, -1.631], [2.441, -0.125, 0.331], [1.815, -1.742, 0.149], [3.544, -0.134, -2.083], [2.417, -1.433, -2.646], [4.163, -3.599, 0.476], [-1.615, 0.200, -1.672], [-1.956, 3.318, 1.326], [-0.058, 0.254, 0.231], [-1.028, 1.997, -1.011], [-4.391, 0.890, 0.724], [-2.750, -0.798, 0.796], [-0.307, -2.469, -1.400], [5.188, -2.725, -2.000], [3.664, -2.670, 0.015], [-1.457, -0.750, -1.963]]}


Record 6
{"formula": "C6H7Br", "method": "wB97M-V/def2-TZVPD", "homo_ha": [-0.292, -0.249], "orbital_gap_ev": [8.4, 5.6], "relative_energy_ev": 8.642, "spin_multiplicity": 1, "symbols": ["C", "C", "C", "C", "C", "C", "Br", "H", "H", "H", "H", "H", "H", "H"], "coordinates": [[0.831, 0.885, 2.314], [1.879, 1.552, 1.644], [2.773, 1.960, 0.930], [0.015, 0.349, -0.386], [-1.749, -1.329, -1.027], [-0.636, -0.408, -1.445], [-0.571, 0.103, 1.314], [0.813, 0.568, 3.261], [3.596, 1.937, 0.310], [-1.458, -2.157, -0.469], [-2.341, -0.846, -0.363], [-2.177, -1.754, -1.856], [-1.027, 0.206, -2.341], [0.053, -1.064, -1.888]]}


Record 7
{"formula": "C2H8O", "method": "wB97M-V/def2-TZVPD", "homo_ha": [-0.653, -0.593], "orbital_gap_ev": [14.0, 4.5], "relative_energy_ev": 0.574, "s_squared": 0.754, "spin_multiplicity": 2, "total_charge": 1, "symbols": ["C", "C", "H", "H", "H", "H", "H", "H", "H", "H", "O"], "coordinates": [[-0.519, -0.318, 1.418], [-0.850, -1.166, 0.236], [-0.670, -0.785, 2.376], [-1.012, 0.663, 1.394], [0.561, 0.005, 1.272], [-0.910, -2.197, 0.553], [-1.771, -0.739, -0.242], [-0.150, -1.144, -0.655], [0.759, 1.910, -0.929], [1.669, 0.591, -1.083], [1.121, 1.249, -1.532]]}


Record 8
{"formula": "C14H15Cl2IN2O2Ti", "method": "wB97M-V/def2-TZVPD", "homo_ha": [-0.220, -0.336], "orbital_gap_ev": [5.9, 8.4], "relative_energy_ev": 0.519, "s_squared": 2.020, "spin_multiplicity": 3, "symbols": ["C", "C", "H", "H", "H", "H", "H", "H", "C", "C", "C", "C", "H", "H", "H", "H", "N", "C", "C", "N", "C", "C", "C", "H", "H", "C", "H", "H", "Ti", "I", "Cl", "C", "Cl", "C", "O", "O", "H"], "coordinates": [[3.156, 3.821, 0.963], [4.278, 2.849, 0.559], [2.834, 4.424, 0.119], [3.582, 4.495, 1.712], [2.277, 3.351, 1.397], [3.983, 2.083, -0.150], [5.072, 3.442, 0.097], [4.711, 2.368, 1.436], [-2.916, 0.958, -0.622], [-4.064, 0.930, -1.402], [-4.255, -0.106, -2.316], [-3.291, -1.112, -2.413], [-2.746, 1.647, 0.197], [-4.798, 1.724, -1.291], [-5.163, -0.167, -2.925], [-3.424, -2.009, -3.034], [-1.907, 0.074, -0.845], [-2.107, -0.994, -1.681], [-1.045, -1.979, -1.683], [0.023, -1.687, -0.851], [1.071, -2.544, -0.751], [0.108, -3.910, -2.495], [1.164, -3.611, -1.633], [1.809, -2.339, 0.027], [2.067, -4.200, -1.645], [-1.049, -3.138, -2.467], [-1.939, -3.387, -3.073], [0.182, -4.744, -3.196], [-0.115, 0.088, 0.115], [1.247, 1.825, -1.081], [-2.872, -1.747, 2.203], [-1.376, -1.922, 3.145], [-0.263, -3.157, 2.531], [-0.635, -0.595, 3.118], [-0.430, -0.011, 4.152], [-0.285, -0.123, 1.909], [-1.608, -2.168, 4.179]]}


no.,E_tot (Eh)
1,-1273.11797
2,-738.94325
3,-4072.95286
4,-495.37515
5,-987.37475
6,-2806.46596
7,-155.79091
8,-2870.10883